This record from the OMol25 dataset describes 2 unconnected molecules or ions with the total composition C2H4ClI in a non-equilibrium geometry. The level of theory is the ωB97M-V functional and the def2-TZVPD basis.

```
8
Properties=species:S:1:pos:R:3:nbo_charge:R:1
C 1.20546 -0.62860 0.36383 -0.41
C 1.04535 0.28585 -0.57291 -0.17
Cl -0.04919 1.63884 -0.16055 -0.08
H 1.78345 -1.51505 0.21545 0.21
H 0.68601 -0.74811 1.40068 0.23
H 1.32986 0.45344 -1.55191 0.22
I -2.76701 -0.46729 -0.15646 -0.11
H -3.23393 0.98092 0.46187 0.11
```

Results
orbital gap	9.99	eV
SMILES	C=CCl.I
HOMO energy	-9.48	eV
energy relative to the best compared isomer or geometry (same formula, charge and spin)	116.8	kJ/mol